# 1
C3H3O2 | ωB97M-V with the def2-TZVPD basis set

```
8
Properties=species:S:1:pos:R:3:forces:R:3
C 0.15996 0.73064 -0.60013 3.7914 1.0371 -1.4069
C -1.04366 0.16439 0.08029 -3.1683 -2.1697 2.5589
C 0.09056 -0.61898 0.06211 3.8192 2.0271 -2.2819
O -1.05627 0.78014 -1.19359 -0.6541 -0.3644 0.6063
O 0.93201 -1.26787 0.78026 -1.5032 -0.6437 1.3076
H 0.84506 1.67280 -0.66540 -1.1808 -1.9183 0.6584
H -1.75340 0.20931 0.90920 -0.1432 1.0077 -0.5501
H 1.82574 -1.67044 0.62725 -0.9610 1.0241 -0.8922
```
Positions in Å, forces in eV/Å.

Results
* HOMO: -0.5986 hartree
* net charge: +1
* orbital gap: 10.58 eV

Löwdin atomic charges, in units of e: 0.03, 0.01, -0.06, 0.16, 0.21, 0.23, 0.20, 0.22

***

# 2
C15H16BrNTl | ωB97M-V with the def2-TZVPD basis set

```
34
Properties=species:S:1:pos:R:3:forces:R:3
Tl -0.04943 -1.89916 -0.20481 -3.8229 -3.1627 1.7474
Br 1.57487 -2.17283 -2.12909 -0.1209 0.4659 -0.7467
C 0.07048 -1.20347 -2.98140 -0.7915 0.9790 -2.0986
C 0.36660 -0.97951 -4.34019 0.2333 -0.6273 1.8789
C -0.52756 -0.31712 -5.16437 -1.4740 0.7177 0.0020
C -1.73339 0.13309 -4.64489 1.0623 -0.1713 -1.2649
C -2.08054 -0.06245 -3.29886 0.0766 0.1317 -0.7925
C -3.33197 0.43731 -2.87941 -0.9151 0.0698 1.4399
C -3.78560 0.30359 -1.56866 -0.3363 0.5938 -1.8083
C -2.99048 -0.33788 -0.64283 1.9795 -0.9912 0.2158
C -1.75720 -0.83058 -1.05521 2.2931 -0.3279 -0.8710
C -1.20528 -0.73600 -2.39958 -0.8593 0.3095 0.2999
H 1.30561 -1.32323 -4.77006 -0.1454 0.0004 0.2691
H -0.28700 -0.15057 -6.21119 -0.0100 -0.0592 0.2232
H -2.41584 0.65077 -5.31837 0.0368 -0.0988 0.2806
H -3.98163 0.94886 -3.58952 0.3396 -0.1684 0.0084
H -4.75520 0.70105 -1.28151 0.1427 -0.0569 -0.0958
H -3.30896 -0.46133 0.38664 0.0462 0.0173 -0.0917
C 2.52313 -0.33451 4.29857 0.2341 -0.8536 0.2419
C 1.87858 0.61341 3.28600 0.1784 0.3672 0.7085
C 2.93695 1.54964 2.71514 0.5438 0.3491 -0.8010
C 0.78762 1.43500 3.98224 -0.7596 0.1841 0.0017
C 1.28758 -0.17232 2.18980 -0.4555 -0.4989 -0.6496
N 0.82009 -0.79184 1.33359 1.9284 2.0373 2.6538
H 2.98104 0.25514 5.12476 -0.3633 -0.3701 -0.6370
H 3.31741 -0.93325 3.80087 -0.4599 0.2947 0.4765
H 1.75709 -1.01912 4.72383 0.5966 0.3680 -0.1732
H 3.39602 2.14451 3.53475 -0.3647 -0.4457 -0.5214
H 2.47393 2.24274 1.98007 0.4345 -0.3320 0.4313
H 3.73214 0.95768 2.21055 -0.4018 0.5263 0.2893
H 1.24248 2.02919 4.80702 -0.2803 -0.4667 -0.6230
H 0.01495 0.75802 4.40590 0.3905 0.5556 -0.1978
H 0.31756 2.12811 3.25291 0.1619 -0.3408 0.5702
H -0.57404 -3.56294 0.44732 0.8823 1.0043 -0.3656
```
Positions in Å, forces in eV/Å.

Results
* HOMO: -0.4141 hartree
* net charge: +1
* orbital gap: 8.26 eV

Löwdin atomic charges, in units of e: 0.65, 0.86, -0.48, -0.13, -0.06, 0.00, -0.18, -0.01, -0.06, -0.10, -0.22, -0.23, 0.10, 0.12, 0.13, 0.12, 0.12, 0.11, -0.04, -0.61, -0.04, -0.03, -0.02, 0.09, 0.11, 0.10, 0.11, 0.11, 0.10, 0.10, 0.11, 0.10, 0.10, -0.04

***

# 3
C23H29ClF12O10 | ωB97M-V with the def2-TZVPD basis set

```
75
Properties=species:S:1:pos:R:3:forces:R:3
C -2.62548 -1.06728 -1.25361 -0.2640 -0.7143 0.2263
C -2.92508 -2.38013 -1.24854 0.2329 0.5043 0.2802
C -1.95628 -3.46911 -1.63943 -0.5409 0.1197 1.0754
C -1.53635 -3.38214 -3.10360 0.9997 -0.7535 -0.8759
Cl -2.85729 -3.71434 -4.23576 -0.1845 0.0273 0.1744
C -0.35286 -4.37265 -3.29439 -0.3821 -0.1612 0.6599
C 0.86092 -3.49716 -2.92489 0.0526 -0.2608 0.7269
O 0.37510 -2.13808 -2.80450 0.3089 -0.1100 -0.7627
C -0.80786 -2.10085 -3.48327 -0.4303 0.4012 0.3751
O -1.12087 -1.23180 -4.23124 -0.0107 0.0738 0.2525
H -3.37886 -0.35747 -1.57978 -0.1966 0.2387 1.1602
H -1.66132 -0.70982 -0.90218 0.4050 0.0542 -1.2290
H -3.91451 -2.69123 -0.91857 -0.3683 0.0337 -1.2930
H -1.07287 -3.50724 -0.99282 0.1293 0.1942 -0.2019
H -2.45035 -4.43623 -1.51791 0.0993 -0.0247 -0.0530
H -0.48514 -5.14756 -2.54356 0.1585 -0.1563 -0.1005
H -0.32352 -4.88607 -4.25134 0.0604 0.4862 -0.2526
H 1.24105 -3.78534 -1.94470 0.1100 0.0659 -0.0473
H 1.68769 -3.51991 -3.63275 -0.1382 0.0217 -0.1494
C 0.98727 -11.44792 -1.45913 0.1854 0.1598 0.1240
C -0.09372 -10.42026 -1.70832 -0.1295 -0.4355 -0.1890
O 0.12021 -9.23316 -0.91350 -0.0336 0.1129 0.0296
C 0.98450 -8.35818 -1.39674 -0.1083 -0.2038 -0.0609
O 1.60542 -8.43699 -2.41405 0.0670 0.1089 -0.0313
C 1.06114 -7.13915 -0.45827 0.1657 0.1694 0.2422
F 1.13011 -7.50046 0.82309 -0.0506 -0.0464 -0.0190
F -0.03287 -6.37293 -0.61655 -0.0609 -0.0439 0.0290
F 2.12542 -6.39080 -0.73300 -0.0121 -0.0175 -0.1240
H 1.05548 -11.67869 -0.39591 -0.0732 -0.0579 -0.0084
H 0.76486 -12.36399 -2.00470 -0.0310 0.0024 -0.0065
H 1.96015 -11.08007 -1.78338 -0.0245 -0.0086 -0.0779
H -1.06500 -10.79869 -1.39873 -0.0072 0.1219 0.1255
H -0.15975 -10.15084 -2.76139 0.1069 0.1360 0.0242
C 2.97114 -0.08483 -3.09887 0.2521 0.0922 0.1802
C 1.93298 1.01258 -3.07983 -0.1991 -0.3871 -0.3184
O 2.15986 1.92717 -1.98300 -0.0346 0.1035 0.0589
C 3.06474 2.86851 -2.18291 -0.1387 -0.1862 -0.1145
O 3.71836 3.05257 -3.16549 0.0890 0.0917 0.0149
C 3.14283 3.77236 -0.93723 0.1321 0.0563 0.1921
F 3.15594 3.05669 0.19136 -0.0247 -0.0167 -0.0048
F 2.07312 4.58545 -0.89501 -0.0030 -0.0216 -0.0440
F 4.23507 4.52605 -0.96180 -0.0109 0.0152 -0.0738
H 2.99506 -0.60071 -2.13831 -0.0994 -0.0627 -0.0308
H 2.73178 -0.80557 -3.87911 -0.0478 0.0067 -0.0027
H 3.96910 0.31256 -3.28485 -0.0376 0.0434 -0.0880
H 0.94281 0.59675 -2.91075 -0.0008 0.0657 0.1370
H 1.90720 1.56127 -4.01992 0.1185 0.1343 0.0702
C -0.86928 4.90901 1.04623 -0.3114 0.0801 0.0494
C -0.26769 6.21298 0.57478 0.3379 -0.4227 0.0166
O -1.29687 7.16841 0.23270 -0.0182 0.1414 0.0180
C -1.82175 7.83913 1.24284 0.1810 -0.1638 -0.0656
O -1.53691 7.74671 2.40051 -0.0649 0.0838 0.0727
C -2.86851 8.83822 0.71069 -0.1231 0.0296 0.0127
F -3.66469 8.27358 -0.20134 -0.0112 0.0014 -0.0086
F -2.25181 9.88083 0.13809 0.0291 0.0105 -0.0134
F -3.62649 9.29474 1.70243 0.0136 0.0089 0.0229
H -1.55528 4.51126 0.29705 0.0981 -0.0183 -0.0788
H -0.08343 4.17745 1.22916 0.0232 0.0146 0.0011
H -1.42976 5.04649 1.96918 0.1024 -0.0134 0.0637
H 0.30461 6.06207 -0.33487 -0.1415 0.1644 -0.1244
H 0.40082 6.64045 1.32097 -0.1394 0.1069 0.0693
C -1.66488 6.21382 6.59220 -0.0841 -0.2646 -0.0013
C -0.19718 6.04117 6.27301 -0.0899 0.4733 0.0522
O 0.20522 4.65698 6.38593 0.0886 -0.0781 -0.0077
C -0.05950 3.89624 5.33756 0.0019 0.2959 0.1224
O -0.59290 4.23672 4.32424 -0.0266 -0.1734 -0.1441
C 0.46797 2.46854 5.58075 -0.0358 -0.1197 0.0021
F 0.16359 2.03805 6.80817 -0.0004 -0.0078 0.0091
F 1.80078 2.44849 5.44943 0.0268 0.0210 0.0004
F -0.05223 1.62197 4.69864 0.0007 0.0104 -0.0269
H -1.89110 5.80553 7.57773 0.0338 0.0773 0.0386
H -1.92786 7.27057 6.57853 0.0272 0.0145 -0.0097
H -2.28729 5.69448 5.86450 0.0211 0.0653 -0.0614
H 0.42002 6.57615 6.99111 0.0621 -0.1549 0.0610
H 0.04312 6.41563 5.27891 -0.0315 -0.1549 -0.0695
```
Positions in Å, forces in eV/Å.

Results
* HOMO: -0.3404 hartree
* SMILES: C=CC[C@]1(Cl)CCOC1=O.CCOC(=O)C(F)(F)F.CCOC(=O)C(F)(F)F.CCOC(=O)C(F)(F)F.CCOC(=O)C(F)(F)F
* net charge: 0
* orbital gap: 9.69 eV

Löwdin atomic charges, in units of e: 0.02, -0.16, -0.19, -0.72, 0.73, -0.13, -0.12, -0.01, -0.52, 0.15, 0.07, 0.07, 0.10, 0.13, 0.12, 0.09, 0.12, 0.12, 0.13, -0.06, -0.19, 0.04, -0.41, 0.17, -0.54, 0.18, 0.15, 0.17, 0.08, 0.08, 0.08, 0.13, 0.13, -0.06, -0.18, 0.04, -0.41, 0.17, -0.54, 0.17, 0.15, 0.18, 0.08, 0.08, 0.08, 0.11, 0.13, -0.05, -0.19, 0.04, -0.41, 0.16, -0.55, 0.17, 0.17, 0.17, 0.09, 0.08, 0.06, 0.11, 0.13, -0.06, -0.19, 0.04, -0.40, 0.16, -0.55, 0.17, 0.17, 0.17, 0.08, 0.08, 0.08, 0.13, 0.12

***

# 4
CH8SSi2 | ωB97M-V with the def2-TZVPD basis set

```
12
Properties=species:S:1:pos:R:3:forces:R:3
C 1.58717 -0.72734 0.53478 -4.1280 1.3093 0.0930
Si -2.13529 -0.29195 -0.37605 -1.6404 2.0578 -3.0948
Si -0.21209 0.80098 0.18736 2.6153 -2.5527 -0.1997
S 2.91531 0.02145 -0.33440 0.5113 -0.2797 0.2019
H 1.12826 -1.57825 0.03016 0.5574 -0.0982 -0.0416
H 1.52001 -0.86303 1.62848 0.7972 0.1527 -0.5970
H -2.54011 -1.36077 0.37086 -0.5216 -1.9081 1.8180
H -1.69147 -0.90721 -1.68089 -0.0644 0.2123 0.3276
H -3.55694 0.45874 -0.78499 2.0249 -0.6199 0.6867
H 0.45157 1.51253 -0.88161 -0.1708 0.2588 -0.8083
H -0.07177 1.68013 1.26097 -0.2365 1.0394 1.6528
H 2.60536 1.25472 0.04533 0.2555 0.4284 -0.0386
```
Positions in Å, forces in eV/Å.

Results
* HOMO: -0.3087 hartree
* net charge: 0
* orbital gap: 8.52 eV

Löwdin atomic charges, in units of e: -0.69, 0.41, 0.49, 0.60, -0.02, 0.01, -0.18, -0.11, -0.07, -0.11, -0.14, -0.18

***

# 5
C3H8BBr2Na6O3 | ωB97M-V with the def2-TZVPD basis set

```
23
Properties=species:S:1:pos:R:3:forces:R:3
Na 0.35333 0.96158 -1.72739 -0.1804 -0.7439 0.1314
Na 0.43835 -0.30372 3.30667 -0.4438 0.4179 -0.4344
Na 0.07967 4.27760 1.98050 -0.2067 -0.5399 -0.1963
Na 2.53042 3.36899 -0.59568 -0.0776 -0.0224 -0.0479
Na 2.41588 -1.49159 0.63286 -0.3385 0.2201 -0.8207
Na 3.02506 2.71668 2.58661 -0.0521 -0.0767 0.1354
C 0.57937 1.55526 1.11692 1.0803 -1.8944 0.7625
O 0.78714 1.82977 2.32853 0.2410 2.5817 3.7639
O 0.80169 0.37033 0.82507 0.1203 -3.5120 -1.1731
O 0.26787 2.39427 0.26712 -0.6281 3.0757 -2.3254
B 1.86490 -1.11589 -1.79449 -0.1129 0.0097 -0.3946
H 2.54130 -1.88705 -1.45977 2.4461 -3.4027 0.9232
H 0.82419 -1.30990 -1.58586 -4.0035 -0.8910 1.2599
H 2.20753 -0.24923 -1.25064 1.2906 4.0420 2.1822
H 1.93790 -0.92051 -2.85314 0.5877 0.5571 -3.8902
Br -2.44564 -0.80193 -2.50297 0.0935 0.8975 1.8933
C -2.47507 -0.50542 -0.44280 -0.4833 -0.7939 -0.1320
C -2.64322 -1.93625 0.05765 0.1436 -0.2168 -0.5056
Br -2.97310 -2.06994 2.05592 0.6341 0.2360 -1.4469
H -3.28763 0.11769 -0.06917 -0.3068 0.0146 -0.8694
H -1.56363 -0.01443 -0.10176 0.2676 -0.3940 -0.3832
H -1.81259 -2.53478 -0.31640 0.4989 -0.0057 0.9832
H -3.45373 -2.45153 -0.45777 -0.5699 0.4410 0.5846
```
Positions in Å, forces in eV/Å.

Results
* HOMO (spin up / spin down): -0.4237 / -0.5496 hartree
* net charge: +2
* multiplicity: 2
* orbital gap (spin up / spin down): 4.72 / 7.68 eV
* expectation value of S²: 0.750

Löwdin atomic charges, in units of e: 0.46, 0.73, 0.70, 0.63, 0.64, 0.60, -1.07, -0.19, -0.09, -0.10, -0.36, -0.05, -0.05, -0.08, -0.02, 0.66, -0.53, -0.66, 0.58, 0.07, 0.02, 0.05, 0.05

***

# 6
C23H43ClN3O9PS | ωB97M-V with the def2-TZVPD basis set

```
81
Properties=species:S:1:pos:R:3:forces:R:3
C -2.91614 -0.92135 0.77493 -0.4016 -0.0863 -1.3666
C -2.32969 -0.25915 -0.07189 1.1784 0.4598 0.9503
C -1.39653 0.67875 -0.88943 -1.6493 -0.3914 0.1572
C 0.14939 0.72597 -0.46823 -1.1019 -0.7004 0.5189
C 0.09621 0.73393 1.14152 0.1964 0.3719 0.6973
C -0.88880 1.80984 1.78469 0.1635 0.2795 0.9147
C 0.71949 2.11436 -1.06054 -0.7623 -0.2647 0.9995
Cl 1.42578 3.24189 0.21870 -0.7707 -0.6094 -0.9159
S 2.11090 2.03834 -2.28227 4.3643 5.5633 -2.0061
O 1.80806 3.02584 -3.34162 -0.9380 -2.8751 1.1246
O 3.38746 2.52222 -1.69880 -2.0768 -2.5213 0.2448
O 2.47034 0.53206 -2.85059 -2.2151 0.8447 1.4396
C 1.39437 -0.44212 -2.57554 1.6989 -3.1883 0.9190
C 2.07154 -1.84413 -3.00557 1.5113 0.3028 -0.6326
C 3.43365 -1.89977 -3.36264 -0.5290 0.2271 0.5357
P 0.22216 -0.11536 -3.97737 -2.3233 1.1186 -3.9946
N -0.53128 1.26914 -4.02850 0.2862 -1.0516 1.2163
O -0.92503 -1.29370 -4.32350 2.5719 0.3486 -0.1447
O 1.21408 -0.11442 -5.36093 -0.6731 -0.5198 2.1179
C 0.99265 -0.54995 -1.03966 0.2749 0.3987 0.4003
C 0.30343 -1.93618 -0.78809 -1.1427 -0.7215 1.9075
O -0.74714 -2.30396 -1.68966 0.6958 0.1177 0.1305
C -1.18189 -3.66190 -1.53094 -1.5966 -0.3606 -0.9419
C -2.76521 -3.75287 -1.23175 0.7217 -0.4259 0.0525
C 2.38321 -0.56307 -0.23081 0.6284 0.9904 -0.2640
C 2.65686 -1.51787 0.97112 3.0310 -0.8053 1.3170
C 3.35212 -2.92960 0.57543 -1.6657 0.4493 -0.6288
O 1.66829 -1.81003 1.95909 -0.2750 0.5066 -0.0481
H -3.67478 -1.57180 1.27440 1.3215 1.1209 -0.5185
H -1.59752 0.39517 -1.95451 0.6223 0.4036 0.9217
H -1.81647 1.72981 -0.75838 0.4918 -1.3325 -0.2122
H 1.11262 0.92858 1.60361 -1.0811 -0.3029 -0.8549
H -0.23933 -0.25635 1.56476 0.4945 0.9340 -1.0094
H -1.78557 1.32752 2.28939 1.0320 0.5080 -0.9800
H -0.33193 2.33590 2.62931 -0.6413 -0.5624 -1.1314
H -1.23300 2.62334 1.08806 0.3010 -0.9044 0.6868
H -0.09902 2.73085 -1.54733 1.2773 -1.0111 0.1993
H 1.48401 -2.79909 -3.07681 -0.3006 1.6520 -1.3099
H 3.78928 -2.07540 -4.42294 -0.4985 -1.6230 1.5586
H 4.25397 -1.70859 -2.60238 -1.0067 1.5438 -1.3586
H -1.53433 1.06422 -4.11826 0.4412 0.3296 0.0469
H -0.63330 -1.77396 -5.13276 -0.2508 0.3125 0.7102
H 1.35711 0.82379 -5.60202 -0.2886 -0.4398 0.2851
H -0.18877 -1.88366 0.24224 0.9283 0.0433 -1.1003
H 1.00473 -2.82567 -0.72415 -0.1503 1.4038 -0.2328
H -0.63098 -4.22911 -0.72872 -0.2700 0.7390 -0.8647
H -1.05763 -4.15605 -2.55189 0.2930 0.4281 1.3649
H -2.88411 -4.29187 -0.24982 -0.2004 0.6842 -0.9370
H -3.25588 -2.74345 -1.19088 0.6708 -1.0148 -0.0141
H -3.25534 -4.37736 -2.03552 0.4735 0.7092 0.8982
H 3.28876 -0.74123 -0.90213 -1.4261 0.1414 0.6102
H 2.56608 0.50797 0.11893 -0.3294 -1.3875 -0.3869
H 3.50178 -1.01392 1.56004 -1.1294 -0.2242 -1.0793
H 3.58162 -2.93348 -0.53009 0.1301 -0.0893 1.2011
H 2.53380 -3.70729 0.72438 1.2744 0.6878 -0.0050
H 4.25962 -3.13931 1.20770 -1.0760 0.1724 -0.7133
H 1.87131 -1.31228 2.77484 -0.0176 -0.2056 -0.7306
C 4.04457 2.45867 2.05663 0.0754 -0.1427 0.0657
C 4.35119 1.65853 3.29442 0.0080 -0.2439 0.2024
O 3.96510 0.50281 3.43714 -0.0775 0.0551 -0.0607
N 5.08082 2.25730 4.27254 -0.2610 -0.1520 -0.3897
C 5.62044 3.60166 4.28640 0.1078 -0.2938 0.4382
H 3.45855 1.85154 1.37145 0.1360 0.0361 0.1521
H 3.46272 3.34451 2.31802 0.1299 0.0569 -0.1042
H 4.97026 2.74841 1.55564 -0.1082 0.1502 -0.0197
H 5.24806 1.66345 5.07178 0.0022 0.0745 -0.0542
H 6.70518 3.53675 4.39445 -0.0076 0.2651 -0.0610
H 5.20770 4.12995 5.14854 0.1086 0.2170 -0.1176
H 5.38106 4.15016 3.37945 -0.0278 -0.1297 0.0387
C -6.09709 1.05360 0.53335 0.1389 0.0215 -0.1344
C -6.33903 -0.01433 1.56685 0.0639 -0.3152 0.2013
O -5.54832 -0.92862 1.75492 -0.4351 0.0429 0.1076
N -7.48035 0.06133 2.30254 0.3361 0.0985 -0.3045
C -8.52721 1.05970 2.22543 -0.0733 -0.4020 0.3810
H -5.15033 0.85950 0.02971 -0.0728 -0.1016 0.1561
H -6.89490 1.04279 -0.21207 -0.0062 0.1673 0.0621
H -6.04036 2.03343 1.01178 -0.1238 0.0220 -0.1196
H -7.57678 -0.68577 2.97475 -0.0133 0.0754 -0.0522
H -8.61835 1.54003 3.20197 -0.1610 0.1800 -0.1339
H -9.46671 0.55647 1.98713 -0.0943 0.2552 -0.0394
H -8.32127 1.81397 1.47095 0.0687 -0.1102 0.0412
```
Positions in Å, forces in eV/Å.

Results
* HOMO: -0.3084 hartree
* SMILES: C#CC[C@]1(CC)[C@@H](Cl)S(=O)(=O)O[C@](C=C)(P(=N)(O)O)[C@@]1(COCC)C[C@H](C)O.CNC(C)=O.CNC(C)=O
* net charge: 0
* orbital gap: 7.88 eV

Löwdin atomic charges, in units of e: 0.09, -0.11, -0.13, -0.32, -0.21, -0.13, -0.52, 0.71, 0.67, -0.31, -0.36, -0.25, -0.39, -0.11, 0.03, 0.69, -0.15, -0.17, -0.18, -0.23, -0.16, -0.21, -0.22, -0.07, -0.06, -0.38, -0.04, -0.07, 0.05, 0.08, 0.12, 0.09, 0.10, 0.08, 0.08, 0.06, 0.11, 0.12, 0.09, 0.07, 0.01, 0.09, 0.08, 0.13, 0.13, 0.12, 0.12, 0.07, 0.06, 0.07, 0.12, 0.09, 0.13, 0.06, 0.08, 0.08, 0.10, -0.03, -0.53, 0.02, 0.00, -0.08, 0.02, 0.08, 0.10, 0.14, 0.08, 0.08, 0.08, 0.00, -0.53, 0.00, 0.00, -0.08, 0.07, 0.09, 0.09, 0.14, 0.08, 0.08, 0.07